No. 1
{
  "formula": "C39H39As2N4O7Sn",
  "method": "wB97M-V/def2-TZVPD",
  "species": ["Sn", "C", "C", "As", "C", "C", "C", "C", "C", "C", "C", "C", "C", "C", "C", "C", "As", "C", "C", "C", "C", "C", "C", "C", "C", "C", "C", "C", "C", "H", "H", "H", "H", "H", "H", "H", "H", "H", "H", "H", "H", "H", "H", "H", "H", "H", "H", "H", "H", "H", "H", "H", "H", "O", "C", "O", "C", "C", "C", "C", "C", "C", "O", "N", "O", "O", "N", "O", "O", "H", "H", "C", "C", "N", "C", "C", "N", "C", "C", "H", "H", "H", "H", "H", "H", "H", "H", "H", "H", "H", "H", "H"],
  "coordinates": [[-6.2872, -17.5415, 4.9658], [-8.3360, -21.2352, 5.1914], [-9.2378, -21.2357, 6.3677], [-8.5735, -20.1237, 7.8716], [-9.9876, -20.5503, 9.2216], [-9.7000, -20.4114, 10.5961], [-10.6669, -20.6398, 11.5822], [-11.9419, -21.0828, 11.1798], [-12.2069, -21.2702, 9.8337], [-11.2372, -21.0083, 8.8536], [-9.5085, -18.5070, 7.2459], [-9.6653, -18.1914, 5.8855], [-10.2299, -16.9802, 5.4736], [-10.6958, -16.0860, 6.4277], [-10.5404, -16.4148, 7.7882], [-9.9865, -17.6165, 8.1791], [-9.0143, -22.0548, 3.4638], [-8.8263, -20.3889, 2.4536], [-7.4978, -19.9003, 2.3885], [-7.2054, -18.8265, 1.5874], [-8.2460, -18.1385, 0.9211], [-9.5573, -18.6075, 0.9745], [-9.8434, -19.7667, 1.7071], [-10.9635, -21.9253, 3.8449], [-11.6686, -20.7382, 4.1683], [-12.9866, -20.8003, 4.5583], [-13.6243, -22.0291, 4.6416], [-12.9495, -23.2139, 4.3223], [-11.6314, -23.1520, 3.8757], [-7.4272, -21.8439, 5.4079], [-7.8831, -20.2614, 4.9535], [-9.3148, -22.2882, 6.7294], [-10.2556, -20.8982, 6.1601], [-8.6826, -20.1511, 10.9164], [-10.3928, -20.5553, 12.6435], [-12.7220, -21.2204, 11.9249], [-13.1891, -21.5532, 9.4379], [-11.5085, -21.1834, 7.8128], [-9.3512, -18.9241, 5.1481], [-10.2406, -16.6400, 4.4222], [-11.1229, -15.1415, 6.1322], [-10.9301, -15.7455, 8.5629], [-9.9380, -17.9096, 9.2402], [-6.7272, -20.3760, 3.0209], [-6.1685, -18.4936, 1.4850], [-7.9624, -17.2781, 0.3029], [-10.3284, -18.0176, 0.4509], [-10.8379, -20.1676, 1.7776], [-11.1659, -19.7629, 4.1017], [-13.5125, -19.8866, 4.8126], [-14.6498, -22.0662, 4.9491], [-13.4754, -24.1686, 4.4479], [-11.1654, -24.0857, 3.4990], [-3.3204, -18.6390, 2.2942], [-3.8064, -18.5755, 3.4192], [-4.5669, -17.5362, 3.8061], [-3.5243, -19.6515, 4.4294], [-2.4016, -20.4392, 4.1773], [-1.9071, -21.3831, 5.0970], [-2.5645, -21.6051, 6.2910], [-3.6941, -20.8119, 6.4800], [-4.2369, -19.8373, 5.6010], [-5.4301, -19.2918, 5.8839], [-4.3775, -20.8978, 7.7748], [-4.5175, -22.0337, 8.2996], [-4.7163, -19.8292, 8.3812], [-0.6439, -21.9389, 4.8815], [-0.0604, -21.7254, 3.7698], [-0.1826, -22.6323, 5.8449], [-1.8654, -20.1898, 3.2495], [-2.2501, -22.2418, 7.1244], [-2.9565, -16.3308, 8.3882], [-3.7000, -17.1135, 7.2619], [-4.9790, -16.4703, 6.8515], [-4.6649, -15.0527, 6.5273], [-4.1741, -14.3036, 7.8008], [-3.8899, -15.2680, 8.9226], [-5.1978, -15.9568, 9.3072], [-5.8921, -16.4947, 8.0225], [-2.0552, -15.8671, 8.0228], [-2.6749, -16.9964, 9.2297], [-3.9016, -18.1308, 7.6091], [-3.0395, -17.1363, 6.3885], [-5.5905, -14.5823, 6.1864], [-3.9352, -15.0351, 5.7093], [-4.9401, -13.5862, 8.1264], [-3.2767, -13.7345, 7.5407], [-3.3903, -14.7677, 9.7224], [-5.8031, -15.1917, 9.8079], [-4.9588, -16.7364, 10.0331], [-6.8021, -15.9064, 7.7797], [-6.1698, -17.5323, 8.1399]],
  "e_tot_ev": -188864.5397,
  "charge": 1
}

No. 2
{
  "formula": "C6H10N2",
  "method": "wB97M-V/def2-TZVPD",
  "species": ["C", "C", "C", "C", "C", "C", "H", "H", "H", "H", "H", "H", "H", "H", "H", "H", "N", "N"],
  "coordinates": [[-1.9024, -0.6039, 0.5229], [-0.5499, 0.5537, -0.1532], [0.9295, 0.8003, -0.4643], [1.6155, -0.5740, -0.8402], [1.3813, 0.4999, 0.8629], [-0.4668, -0.8863, -0.0171], [-2.9175, -1.3649, 0.2466], [-1.8436, 0.2080, 1.4200], [-2.0824, 0.0938, -1.2527], [-0.8011, 1.1303, 0.7112], [0.8152, 1.9219, -0.7049], [1.3465, -1.0722, -1.6321], [2.7120, -0.6467, -0.6350], [0.7228, 1.0433, 1.6111], [2.4831, 0.7524, 1.1257], [-0.4490, -1.4155, -0.9153], [-1.9341, 0.5844, -0.4801], [0.9408, -1.0245, 0.5946]],
  "e_tot_ev": -9354.9680
}

No. 3
{
  "formula": "C4H10N2",
  "method": "wB97M-V/def2-TZVPD",
  "species": ["C", "C", "C", "C", "H", "H", "H", "H", "H", "H", "H", "H", "H", "H", "N", "N"],
  "coordinates": [[-0.3620, -1.1057, -0.7521], [-0.5035, 0.3083, -1.4001], [0.3606, 1.1390, 0.7911], [0.4695, -0.2779, 1.3642], [-0.1564, -1.9078, -1.5307], [-1.3165, -1.3224, -0.2464], [-1.4941, 0.4053, -1.9689], [0.3974, 0.5581, -2.0766], [-1.4633, 1.2661, 0.0626], [1.3886, 1.2362, 0.4843], [0.1245, 1.8364, 1.6655], [1.3277, -0.2944, 1.9872], [-0.3736, -0.5751, 2.0755], [1.5024, -1.1371, -0.0367], [-0.5551, 1.2678, -0.3334], [0.5945, -1.3317, 0.2715]],
  "e_tot_ev": -7289.1993,
  "smiles": "C1CNCCN1"
}

No. 4
{
  "formula": "CH2NO3S",
  "method": "wB97M-V/def2-TZVPD",
  "species": ["C", "N", "O", "O", "O", "S", "H", "H"],
  "coordinates": [[-0.2241, -1.0537, 0.5683], [-0.7349, -0.0651, -0.2796], [0.3864, 1.3475, -2.0617], [1.4114, 1.4827, 0.1806], [-1.3333, -0.3224, 1.0230], [0.2133, 1.5590, -0.6462], [-0.6055, -1.9985, 0.2759], [0.8868, -0.9495, 0.9396]],
  "e_tot_ev": -19535.2774,
  "charge": -1
}

No. 5
{
  "formula": "C39H34Cl2N6O4Ti",
  "method": "wB97M-V/def2-TZVPD",
  "species": ["Ti", "O", "C", "C", "C", "C", "C", "C", "C", "O", "N", "N", "C", "C", "C", "C", "C", "C", "C", "O", "H", "H", "H", "H", "H", "H", "H", "H", "H", "H", "C", "N", "C", "C", "C", "C", "C", "C", "C", "N", "C", "C", "C", "C", "C", "C", "N", "C", "C", "H", "H", "H", "H", "H", "H", "H", "H", "H", "H", "H", "H", "H", "H", "H", "H", "H", "H", "H", "H", "Cl", "C", "C", "C", "Cl", "C", "C", "C", "C", "N", "C", "C", "O", "H", "H", "H", "H"],
  "coordinates": [[0.7920, -0.0965, -0.3965], [-0.7006, 5.1581, 0.8307], [-0.0866, 4.7278, 1.9458], [-0.0566, 5.5843, 3.0469], [0.5814, 5.2051, 4.2130], [1.2053, 3.9649, 4.3049], [1.1634, 3.1088, 3.2195], [0.5145, 3.4601, 2.0379], [0.4691, 2.4823, 0.9198], [0.8416, 1.2814, 1.1374], [0.0214, 2.9144, -0.2243], [0.0395, 1.8781, -1.1608], [-0.3162, 2.2035, -2.3420], [-0.2748, 1.3249, -3.4892], [-0.7616, 1.8028, -4.7081], [-0.7188, 1.0408, -5.8583], [-0.1539, -0.2335, -5.7902], [0.3365, -0.7290, -4.6013], [0.2753, 0.0235, -3.4127], [0.6994, -0.4990, -2.2953], [-0.5669, 4.4465, 0.1435], [-0.5372, 6.5499, 2.9541], [0.5987, 5.8869, 5.0550], [1.7188, 3.6732, 5.2118], [1.6458, 2.1409, 3.2540], [-0.6396, 3.2307, -2.5202], [-1.1862, 2.8012, -4.7373], [-1.1070, 1.4257, -6.7921], [-0.0992, -0.8479, -6.6821], [0.7698, -1.7202, -4.5423], [-3.2605, 2.6622, 0.1854], [-2.8727, 1.2724, 0.2432], [-3.5095, 0.5878, 1.3540], [-2.9304, 0.5489, -0.9723], [-3.7438, 0.9544, -2.0307], [-3.7928, 0.2380, -3.2181], [-3.0273, -0.9073, -3.3594], [-2.1994, -1.3046, -2.3206], [-2.1210, -0.5942, -1.1240], [-1.1596, -0.9302, -0.1424], [-1.3009, -2.1210, 0.5164], [-2.2571, -3.1152, 0.2271], [-2.2593, -4.3364, 0.8902], [-1.3391, -4.6176, 1.8845], [-0.4376, -3.6172, 2.2486], [-0.4211, -2.3987, 1.6014], [0.4334, -1.3090, 2.0060], [1.6253, -1.7057, 2.7497], [-0.3664, -0.4160, 2.8668], [-4.3490, 2.8110, 0.0747], [-2.7570, 3.1567, -0.6450], [-2.9487, 3.1571, 1.1066], [-4.6090, 0.5977, 1.2609], [-3.2444, 1.0821, 2.2912], [-3.1807, -0.4482, 1.4020], [-4.3479, 1.8458, -1.9198], [-4.4209, 0.5820, -4.0310], [-3.0307, -1.4646, -4.2879], [-1.5409, -2.1562, -2.4439], [-2.9863, -2.9418, -0.5512], [-2.9983, -5.0775, 0.6060], [-1.3339, -5.5758, 2.3876], [0.2626, -3.7911, 3.0563], [2.1456, -2.5200, 2.2487], [2.2932, -0.8450, 2.8172], [1.3867, -2.0316, 3.7720], [-0.7873, -0.9894, 3.7036], [-1.1652, 0.0269, 2.2806], [0.2613, 0.3821, 3.2504], [5.5264, 1.6801, -0.1112], [5.0218, 0.0255, 0.0428], [5.9775, -0.9367, 0.3924], [5.6458, -2.2586, 0.4996], [6.8709, -3.4251, 0.9236], [4.3180, -2.6811, 0.2541], [3.8762, -4.0217, 0.2767], [2.5775, -4.3168, -0.0320], [1.6872, -3.2696, -0.3311], [2.0588, -2.0139, -0.3106], [3.3598, -1.6933, -0.0604], [3.6826, -0.2892, -0.1866], [2.7791, 0.5441, -0.5424], [6.9953, -0.6157, 0.5683], [4.5826, -4.8031, 0.5245], [2.2127, -5.3347, -0.0406], [0.6515, -3.4709, -0.5734]],
  "spin_multiplicity": 2,
  "s2": 0.753,
  "e_tot_ev": -106293.3222,
  "charge": -1
}

No. 6
{
  "formula": "C30H35F2N2O4PPbS",
  "method": "wB97M-V/def2-TZVPD",
  "species": ["Pb", "F", "C", "C", "C", "C", "C", "F", "C", "C", "C", "C", "C", "C", "N", "H", "H", "H", "H", "H", "H", "C", "C", "C", "C", "O", "H", "H", "H", "H", "H", "H", "H", "H", "H", "N", "S", "C", "C", "C", "C", "C", "C", "C", "C", "C", "C", "C", "C", "H", "H", "H", "H", "H", "H", "H", "H", "H", "H", "H", "C", "O", "P", "O", "C", "O", "C", "H", "H", "H", "H", "H", "H", "H", "H", "H"],
  "coordinates": [[0.0766, 0.3032, -0.0310], [0.7939, 1.3928, 5.2584], [0.3006, 0.5586, 4.3486], [0.5556, 0.8029, 3.0066], [0.0085, -0.0766, 2.1015], [-0.7617, -1.1895, 2.4304], [-0.9623, -1.3683, 3.8012], [-1.6903, -2.3977, 4.2417], [-0.4513, -0.5193, 4.7637], [-1.3169, -2.0780, 1.3656], [-2.0247, -3.2533, 1.5856], [-2.4785, -3.9817, 0.4956], [-2.2305, -3.5402, -0.7949], [-1.5240, -2.3664, -0.9516], [-1.0892, -1.6721, 0.1047], [1.1539, 1.6612, 2.7248], [-0.6425, -0.7039, 5.8117], [-2.2150, -3.6047, 2.5845], [-3.0265, -4.8996, 0.6623], [-2.5720, -4.0892, -1.6602], [-1.2845, -1.9528, -1.9226], [-0.1496, 2.5239, -2.7713], [0.3994, 1.1261, -3.0115], [1.9166, 1.1357, -2.9743], [-0.1069, 0.5637, -4.3337], [-0.1209, 0.1924, -2.0231], [0.2029, 3.2005, -3.5493], [0.1889, 2.9284, -1.8107], [-1.2411, 2.5253, -2.7928], [2.3111, 1.7188, -3.8065], [2.3012, 0.1175, -3.0456], [2.2847, 1.5944, -2.0517], [0.2132, 1.2017, -5.1577], [-1.1960, 0.5163, -4.3364], [0.2893, -0.4384, -4.4970], [-1.6340, 1.7253, 0.1757], [-1.6910, 2.9081, 1.3210], [-2.6904, 2.2255, 2.6273], [-3.4568, 1.0873, 2.4373], [-4.2000, 0.6066, 3.5065], [-4.1633, 1.2581, 4.7328], [-3.3798, 2.3924, 4.9062], [-2.6268, 2.8809, 3.8498], [-2.7076, 4.1687, 0.6136], [-4.0297, 3.9039, 0.2682], [-4.7741, 4.9196, -0.3028], [-4.2029, 6.1725, -0.5110], [-2.8866, 6.4208, -0.1539], [-2.1217, 5.4109, 0.4144], [-2.0381, 2.0403, -0.7012], [-3.4615, 0.5874, 1.4773], [-4.8133, -0.2762, 3.3803], [-4.7476, 0.8784, 5.5605], [-3.3505, 2.8935, 5.8642], [-2.0046, 3.7596, 3.9775], [-4.4715, 2.9338, 0.4584], [-5.8056, 4.7419, -0.5747], [-4.7964, 6.9629, -0.9506], [-2.4534, 7.3987, -0.3127], [-1.0929, 5.5890, 0.7010], [4.9409, 0.6540, -1.1276], [4.4235, -0.1628, -0.0522], [2.8845, -0.4277, 0.2131], [2.3916, -1.6069, -0.7359], [3.0509, -2.9022, -0.8023], [2.9468, -1.1563, 1.6235], [3.7976, -0.7571, 2.7209], [6.0208, 0.6286, -1.0313], [4.5860, 1.6779, -1.0243], [4.6455, 0.2417, -2.0901], [2.7868, -3.3325, -1.7625], [2.6890, -3.5263, 0.0108], [4.1291, -2.7790, -0.7295], [3.4689, 0.2023, 3.1206], [4.8306, -0.6930, 2.3908], [3.6928, -1.5267, 3.4784]],
  "e_tot_ev": -73640.0680,
  "charge": 2
}